A molecular structure, C44H46BClN8O8PSV. Source: the Open Molecules 2025 dataset; level of theory: ωB97M-V/def2-TZVPD.

Computed properties:
- ΔE to the lowest compared entry with this formula, charge and spin: 45.8 kcal/mol
- Spin multiplicity: 4
- Orbital gap (alpha / beta): 4.884 / 7.456 eV
- <S²>: 3.768
- Lowest unoccupied orbital energy (alpha / beta): 1.828 / 1.929 eV
- Total charge: -1

Last column: Löwdin charge in e.
Geometry (Å):
V 0.3192 -0.3130 -0.7531  0.765
C -2.6302 -1.6645 0.8923  -0.021
C -1.2559 -2.1225 1.2024  -0.313
C -0.9733 -3.1413 2.1166  0.011
C 0.3938 -3.3077 2.0841  -0.277
C 1.2084 -4.2880 2.8487  -0.027
N 0.8829 -2.4199 1.1958  0.031
N -0.1162 -1.7039 0.6513  -0.019
B 2.3245 -2.2060 0.7568  -0.535
N 2.3769 -2.4938 -0.7442  0.037
N 1.5205 -1.8838 -1.5796  0.044
C 1.8292 -2.2662 -2.8141  -0.308
C 1.0831 -1.7968 -4.0076  -0.027
C 2.9198 -3.1431 -2.7714  0.010
C 3.2405 -3.2632 -1.4341  -0.274
C 4.3272 -4.0621 -0.8023  -0.029
N 2.6888 -0.7250 0.9115  0.018
N 2.2174 0.1608 0.0193  0.022
C 2.8682 1.3035 0.2032  -0.311
C 2.7060 2.5059 -0.6560  -0.011
C 3.7633 1.1561 1.2734  0.010
C 3.6185 -0.1497 1.6981  -0.296
C 4.2924 -0.8485 2.8267  -0.025
H -3.2843 -1.8951 1.7318  0.082
H -2.9797 -2.1942 0.0061  0.073
H -2.6653 -0.5954 0.6970  0.019
H -1.6875 -3.6718 2.7133  0.104
H 0.5515 -4.8921 3.4707  0.077
H 1.9374 -3.7906 3.4847  0.074
H 1.7445 -4.9455 2.1686  0.077
H 3.0758 -2.8887 1.3597  0.117
H 0.5589 -0.8870 -3.7272  0.028
H 0.3628 -2.5487 -4.3292  0.087
H 1.7724 -1.5937 -4.8266  0.079
H 3.4073 -3.6172 -3.6012  0.099
H 4.8870 -4.5892 -1.5723  0.075
H 3.9173 -4.7928 -0.1060  0.076
H 5.0068 -3.4117 -0.2526  0.078
H 1.8520 2.4014 -1.3231  0.049
H 3.6061 2.6541 -1.2573  0.081
H 2.5607 3.3915 -0.0389  0.080
H 4.4294 1.8953 1.6720  0.101
H 4.8529 -0.1282 3.4166  0.076
H 4.9774 -1.6129 2.4619  0.075
H 3.5572 -1.3338 3.4652  0.076
O -0.3060 3.2272 -1.4205  -0.010
C -0.7513 2.1488 -1.0277  -0.701
O -0.1950 1.4001 -0.1574  -0.219
C -2.0764 1.6740 -1.5317  -0.147
C -3.0565 2.5949 -1.8155  0.045
C -4.3363 2.1638 -2.2061  -0.200
C -4.5971 0.8010 -2.3353  0.091
C -3.5985 -0.1445 -2.1071  -0.094
C -2.2788 0.2581 -1.6680  -0.302
O -1.3357 -0.5565 -1.4628  -0.123
N -3.8858 -1.4917 -2.3589  -0.331
O -5.0105 -1.7857 -2.7871  0.030
O -3.0134 -2.3498 -2.1612  0.057
N -5.3423 3.1140 -2.4499  -0.362
O -6.4402 2.7265 -2.8580  0.035
O -5.0908 4.3055 -2.2453  0.044
H -2.8416 3.6513 -1.7509  0.140
H -5.5820 0.4659 -2.6249  0.130
Cl 0.2647 0.3583 2.6820  0.864
C -0.7310 1.0653 3.9080  -0.610
C -0.3335 1.0530 5.2369  -0.105
C -1.1250 1.6710 6.1894  -0.095
C -2.3088 2.2908 5.8197  -0.088
C -2.7076 2.2811 4.4967  -0.090
C -1.9299 1.6604 3.5262  -0.366
P -2.3567 1.6774 1.7281  1.158
C -2.0443 3.4861 1.6047  -0.327
C -0.7036 3.8406 1.4790  -0.097
C -0.3352 5.1662 1.3828  -0.071
C -1.3052 6.1545 1.4149  -0.095
C -2.6375 5.8116 1.5652  -0.089
C -3.0091 4.4812 1.6696  -0.089
C -4.1750 1.4708 1.8904  -0.355
C -4.6935 0.5251 2.7760  -0.113
C -6.0269 0.1676 2.7223  -0.089
C -6.8610 0.7227 1.7646  -0.093
C -6.3584 1.6578 0.8744  -0.073
C -5.0273 2.0283 0.9416  -0.106
H 0.5901 0.5672 5.5118  0.099
H -0.8138 1.6811 7.2238  0.097
H -2.9194 2.7881 6.5599  0.098
H -3.6305 2.7623 4.2065  0.110
H 0.0485 3.0688 1.4313  0.089
H 0.7077 5.4278 1.2807  0.102
H -1.0195 7.1932 1.3239  0.094
H -3.3960 6.5834 1.5951  0.097
H -4.0503 4.2259 1.8004  0.092
H -4.0418 0.0678 3.5081  0.105
H -6.4127 -0.5683 3.4148  0.099
H -7.8957 0.4192 1.7020  0.096
H -6.9948 2.0900 0.1140  0.104
H -4.6307 2.7516 0.2445  0.081
O 0.4094 1.0518 -3.1402  -0.489
S -0.5706 1.9553 -3.7758  1.034
C -1.8005 0.8220 -4.5837  -0.255
C -1.6207 0.8695 -6.0865  -0.228
C -0.1532 1.1758 -6.3422  -0.246
C 0.1590 2.3504 -5.4407  -0.282
H -2.7902 1.1504 -4.2848  0.079
H -1.5983 -0.1604 -4.1658  0.096
H -2.2328 1.6682 -6.5077  0.111
H -1.9293 -0.0697 -6.5421  0.114
H 0.0321 1.3990 -7.3960  0.110
H 0.4616 0.3241 -6.0519  0.100
H -0.3534 3.2521 -5.7721  0.087
H 1.2203 2.5455 -5.3166  0.092